# C4H3O3

2 unconnected molecules or ions with the total composition C4H3O3 (ωB97M-V with the def2-TZVPD basis set, the Open Molecules 2025 dataset).

Geometry as ORCA input:
```
! RIJCOSX wB97M-V def2-TZVPD def2/J DEFGRID3
* xyz -1 1
C -1.1395 0.1122 0.1223
C -0.4554 1.3917 -0.0424
C -2.5689 0.1060 0.0150
C 0.2332 2.3357 -0.3107
O -3.5741 -0.0736 -0.6451
O -2.2153 0.1244 1.2612
O 0.8599 -2.1044 -0.3682
H 0.6946 3.2164 -0.4982
H 0.2216 -2.5898 -0.8960
H 0.2517 -1.2145 -0.0941
*
```

- E_LUMO (eV) = 4.10
- HOMO-LUMO gap (Eh) = 0.28962
- relative energy (zero: lowest compared OMol25 entry of this formula, charge and spin) (kJ/mol) = 281.9



# C20H21Cl2N3NiO5S

A molecular structure, C20H21Cl2N3NiO5S (ωB97M-V with the def2-TZVPD basis set, the Open Molecules 2025 dataset).

Geometry as ORCA input:
```
! RIJCOSX wB97M-V def2-TZVPD def2/J DEFGRID3
* xyz 0 3
Ni 1.7314 0.2653 -1.4121
C 0.0702 -3.2016 3.4622
C -0.4455 -1.7759 3.3481
N 0.5575 -0.8617 2.7797
C 1.3869 -0.1529 3.7571
C 0.7921 1.1815 4.1855
C 0.6729 -0.7112 1.4454
S 1.8017 0.4814 0.8821
N -0.2031 -1.4342 0.7303
C -0.1378 -1.6844 -0.5689
O 0.8124 -1.4523 -1.3624
C -1.3003 -2.4171 -1.1637
C -1.4274 -2.4458 -2.5484
C -2.5033 -3.0936 -3.1400
C -3.4517 -3.7290 -2.3481
C -3.3226 -3.7111 -0.9637
C -2.2525 -3.0526 -0.3726
H -0.6724 -3.8382 3.9482
H 0.9904 -3.2427 4.0519
H 0.2772 -3.6036 2.4682
H -0.7090 -1.3805 4.3296
H -1.3316 -1.7440 2.7257
H 2.3834 -0.0213 3.3484
H 1.4720 -0.8154 4.6193
H 0.6961 1.8506 3.3287
H 1.4372 1.6587 4.9274
H -0.1963 1.0430 4.6322
H -0.6801 -1.9456 -3.1507
H -2.6028 -3.1020 -4.2188
H -4.2913 -4.2394 -2.8094
H -4.0588 -4.2091 -0.3436
H -2.1421 -3.0244 0.7051
Cl 3.8852 -0.5363 -1.9350
C 4.4701 -2.2053 -1.6342
Cl 3.2453 -3.4398 -1.8027
H 4.8565 -2.2206 -0.6269
H 5.2424 -2.3728 -2.3680
O 2.6512 2.0088 -1.8789
C 2.1031 3.1221 -1.8363
C 0.7085 3.3939 -1.7353
C 0.3291 4.7443 -1.6770
C -0.9848 5.0794 -1.6015
C -1.9873 4.0857 -1.5900
C -1.6467 2.7700 -1.6512
C -0.2798 2.3571 -1.7254
O 0.0061 1.1186 -1.7914
N -1.3580 6.4963 -1.5346
O -2.5451 6.7699 -1.5380
O -0.4677 7.3269 -1.5964
H 2.7589 4.0007 -1.8965
H 1.0804 5.5259 -1.6911
H -3.0223 4.3940 -1.5268
H -2.3978 1.9900 -1.6354
*
```

- <S²> = 2.01
- E_LUMO (spin up / spin down) (eV) = -0.25 / -0.28
- HOMO-LUMO gap (spin up / spin down) (Eh) = 0.30119 / 0.30530